# 1
{"formula": "C4H15N2O2", "method": "the ωB97M-V functional and the def2-TZVPD basis", "symbols": ["C", "C", "C", "N", "C", "N", "H", "H", "H", "H", "H", "H", "H", "H", "H", "H", "H", "H", "H", "O", "H", "H", "O"], "xyz": [[2.9226, -1.2109, 1.3639], [2.1457, -1.4673, 0.0548], [0.9495, -0.5676, -0.2124], [-0.5609, 1.9999, -0.8110], [0.7379, 1.8569, -0.8475], [1.4185, 0.7833, -0.5364], [3.7373, -0.5059, 1.2067], [3.3335, -2.1144, 1.8007], [2.1479, -0.8262, 2.0303], [2.7562, -1.6390, -0.8372], [1.6759, -2.4612, 0.1348], [0.4892, -0.9553, -1.1247], [0.2217, -0.5676, 0.5981], [-0.9901, 2.8709, -1.0381], [-1.1926, 1.1513, -0.6768], [1.2201, 2.6524, -1.4185], [2.4097, 0.7839, -0.7170], [-4.0105, -1.7771, 1.1912], [-4.4337, -0.2844, 1.3921], [-3.7134, -0.8941, 1.4483], [-2.6967, -0.3694, -1.5340], [-2.7033, -0.4098, 0.0630], [-2.3050, -0.0094, -0.7530]], "nbo_charge": [-0.62, -0.43, -0.23, -0.74, 0.39, -0.52, 0.21, 0.24, 0.21, 0.22, 0.23, 0.22, 0.22, 0.42, 0.45, 0.22, 0.43, 0.49, 0.49, -0.95, 0.50, 0.52, -0.99], "homo_ha": -0.530, "relative_energy_kcal_mol": 7.1, "fmax_ev_per_a": 2.137, "charge": 1}

# 2
{"formula": "C23H24N4O4S3", "method": "the ωB97M-V functional and the def2-TZVPD basis", "symbols": ["N", "S", "O", "O", "C", "C", "C", "C", "N", "C", "C", "C", "C", "C", "C", "S", "C", "S", "H", "H", "H", "H", "H", "H", "H", "H", "C", "N", "C", "O", "C", "C", "C", "C", "C", "C", "C", "C", "N", "C", "C", "O", "H", "H", "H", "H", "H", "H", "H", "H", "H", "H", "H", "H", "H", "H", "H", "H"], "xyz": [[-0.2875, -6.8122, 7.3908], [-1.7193, -6.9894, 6.5976], [-2.7138, -6.4690, 7.5326], [-1.8209, -8.4239, 6.3392], [-1.5324, -5.9917, 5.1200], [-0.4561, -5.2113, 4.7822], [-0.6683, -4.5193, 3.5175], [0.3041, -3.6124, 2.8992], [0.0199, -2.9354, 1.8071], [1.1073, -2.1618, 1.4316], [1.1219, -1.3210, 0.3174], [2.2770, -0.5817, 0.0236], [3.4077, -0.6860, 0.8463], [3.3870, -1.5310, 1.9639], [2.2295, -2.2618, 2.2454], [1.9227, -3.3650, 3.5560], [-1.8978, -4.8190, 2.9737], [-2.8306, -5.9400, 3.9541], [-0.5481, -6.4163, 8.2839], [0.0510, -7.7583, 7.5029], [0.4398, -5.1171, 5.3940], [0.2368, -1.2511, -0.3065], [2.2983, 0.0735, -0.8406], [4.2986, -0.1085, 0.6171], [4.2559, -1.6180, 2.6088], [-2.2524, -4.4045, 2.0344], [-5.0720, 2.6921, -3.5385], [-3.6429, 2.9982, -3.4785], [-2.6973, 2.1241, -3.1055], [-2.9796, 0.9776, -2.7794], [-1.2451, 2.6466, -3.0338], [-0.3237, 1.7646, -2.1658], [1.1043, 2.2660, -2.0271], [2.0887, 1.8956, -2.9646], [3.4051, 2.3759, -2.8329], [3.7418, 3.2255, -1.7646], [2.7624, 3.5952, -0.8271], [1.4487, 3.1130, -0.9561], [-1.2128, 4.0387, -2.5507], [-0.5205, 5.0733, -3.0255], [0.3290, 4.9313, -4.2717], [-0.5964, 6.1560, -2.4686], [-5.2746, 2.0198, -4.3746], [-5.3806, 2.1985, -2.6141], [-5.6505, 3.6088, -3.6629], [-3.3482, 3.9371, -3.6991], [-0.8636, 2.6087, -4.0528], [-0.7595, 1.6834, -1.1684], [-0.2968, 0.7594, -2.5890], [1.8357, 1.2396, -3.7853], [4.1602, 2.0888, -3.5514], [4.7535, 3.5932, -1.6633], [3.0184, 4.2522, -0.0075], [0.7000, 3.4031, -0.2326], [-1.7233, 4.2401, -1.7045], [-0.2879, 4.6089, -5.1070], [0.7706, 5.9000, -4.5009], [1.1269, 4.2170, -4.0884]], "nbo_charge": [-1.07, 2.26, -0.93, -0.93, -0.52, -0.18, -0.15, 0.08, -0.43, 0.17, -0.23, -0.20, -0.22, -0.20, -0.25, 0.38, -0.32, 0.50, 0.41, 0.41, 0.25, 0.23, 0.22, 0.22, 0.22, 0.27, -0.41, -0.61, 0.65, -0.62, -0.12, -0.42, -0.04, -0.18, -0.23, -0.22, -0.20, -0.21, -0.63, 0.68, -0.72, -0.63, 0.21, 0.22, 0.21, 0.40, 0.23, 0.22, 0.23, 0.21, 0.22, 0.22, 0.22, 0.22, 0.41, 0.22, 0.25, 0.24], "homo_ha": -0.319, "fmax_ev_per_a": 2.978, "charge": 0}

# 3
{"formula": "C18H45Cs3N3O4S", "method": "the ωB97M-V functional and the def2-TZVPD basis", "symbols": ["Cs", "Cs", "Cs", "S", "O", "O", "O", "O", "C", "C", "N", "C", "C", "C", "C", "H", "H", "H", "H", "H", "H", "H", "H", "H", "H", "H", "H", "H", "H", "H", "C", "C", "N", "C", "C", "C", "C", "H", "H", "H", "H", "H", "H", "H", "H", "H", "H", "H", "H", "H", "H", "H", "C", "C", "N", "C", "C", "C", "C", "H", "H", "H", "H", "H", "H", "H", "H", "H", "H", "H", "H", "H", "H", "H"], "xyz": [[-3.0039, -4.3449, 3.2956], [0.2729, 1.0131, -0.5805], [0.8371, -4.7066, 3.0483], [-0.2834, -1.5326, 1.8734], [-0.5140, -0.0919, 2.1338], [0.8246, -1.9431, 2.7096], [-1.4699, -2.3100, 2.3354], [0.0381, -1.7047, 0.4861], [0.4349, 0.2535, -4.9494], [1.8958, -0.0312, -4.4090], [2.3345, 0.8480, -3.2878], [2.6082, 2.2285, -3.7261], [3.9015, 2.5152, -4.4887], [3.4907, 0.3365, -2.6691], [3.1689, -0.9601, -1.8586], [-0.3961, 0.2763, -4.2444], [0.1699, -0.4349, -5.7518], [0.3683, 1.2706, -5.3356], [2.0062, -1.0657, -4.0841], [2.6032, -0.0710, -5.2373], [1.7952, 2.6209, -4.3370], [2.4760, 2.8060, -2.8112], [4.7727, 2.2374, -3.8954], [3.9596, 1.9357, -5.4101], [3.9807, 3.5306, -4.8770], [4.0273, 1.0083, -1.9990], [4.2869, 0.0791, -3.3676], [3.9612, -1.1338, -1.1304], [3.1899, -1.8653, -2.4654], [2.2457, -0.8409, -1.2915], [1.0141, 4.0391, 2.0922], [1.7985, 2.8155, 2.5898], [2.7544, 2.3044, 1.5804], [3.8724, 3.2323, 1.3196], [4.5394, 2.7823, 0.1104], [3.0068, 0.8559, 1.7800], [4.0360, 0.6767, 2.9101], [0.6542, 3.9043, 1.0722], [1.6668, 4.8861, 1.8811], [0.3062, 4.4454, 2.8147], [2.3832, 2.9762, 3.4955], [0.9743, 2.1441, 2.8307], [3.5836, 4.2499, 1.0566], [4.5208, 3.3416, 2.1890], [3.7471, 2.6677, -0.6293], [5.2585, 3.4497, -0.3644], [5.0436, 1.8221, 0.2197], [3.4642, 0.5371, 0.8434], [2.0771, 0.2892, 1.8322], [3.6146, -0.1317, 3.5076], [3.9768, 1.6192, 3.4544], [5.0343, 0.4499, 2.5359], [-4.4162, -0.2884, 1.6349], [-5.5756, -1.2623, 1.8136], [-5.2353, -2.6890, 1.6413], [-4.4177, -2.8928, 0.4480], [-5.1311, -2.5782, -0.9063], [-6.2915, -3.6954, 1.7033], [-7.0844, -3.8259, 2.9802], [-4.7587, 0.7025, 1.9329], [-4.0567, -0.1853, 0.6110], [-3.5595, -0.6866, 2.1786], [-5.9663, -1.1709, 2.8270], [-6.4211, -0.9773, 1.1875], [-3.4376, -2.4208, 0.5155], [-4.1571, -3.9512, 0.4459], [-6.0671, -3.1251, -1.0197], [-5.2633, -1.5534, -1.2534], [-4.5546, -3.1226, -1.6542], [-5.9618, -4.6375, 1.2653], [-7.0750, -3.4061, 1.0029], [-7.8941, -4.5454, 2.8583], [-7.5671, -2.8718, 3.1914], [-6.4174, -4.0965, 3.7988]], "mulliken_charge": [1.03, 1.35, 1.00, 0.81, -0.78, -0.79, -0.53, -0.79, -1.17, -0.42, 0.46, -0.55, -1.19, -0.59, -1.31, 0.22, 0.39, 0.32, 0.34, 0.32, 0.35, 0.29, 0.27, 0.30, 0.41, 0.15, 0.29, 0.43, 0.49, 0.06, -1.14, -0.38, 0.41, -0.44, -1.32, 0.28, -1.20, 0.16, 0.36, 0.39, 0.31, 0.16, 0.34, 0.31, 0.30, 0.44, 0.26, -0.20, -0.14, 0.39, 0.25, 0.33, -1.17, -0.57, 0.39, -0.44, -1.38, -0.73, -1.15, 0.42, 0.20, 0.24, 0.43, 0.36, 0.07, 0.56, 0.30, 0.29, 0.46, 0.53, 0.27, 0.41, 0.31, 0.19], "homo_ha": -0.358, "relative_energy_kcal_mol": 0.0, "fmax_ev_per_a": 4.011, "charge": 1}